(1)
A molecular structure, C2H4NOP. Source: the OMol25 dataset; level of theory: ωB97M-V with the def2-TZVPD basis set.

Geometry as ORCA input:
```
! RIJCOSX wB97M-V def2-TZVPD def2/J DEFGRID3
* xyz 0 3
C 1.37 0.88 0.44
C -1.50 -0.35 -0.06
N 1.49 -0.25 -0.34
O 0.27 1.37 0.70
P 0.02 -0.74 -0.64
H 2.31 1.49 0.73
H -2.51 -0.92 0.01
H -1.48 0.55 0.56
H 0.04 -2.02 -1.42
*
```

Properties
HOMO level (alpha / beta) in eV: -6.51 / -9.99
<S²>: 2.01

(2)
2 unconnected molecules or ions with the total composition C3H7N2O. Source: the OMol25 dataset; level of theory: ωB97M-V with the def2-TZVPD basis set.

Geometry as ORCA input:
```
! RIJCOSX wB97M-V def2-TZVPD def2/J DEFGRID3
* xyz 0 2
C -0.72 -0.18 -1.45
C 0.51 -0.42 -0.97
N 0.33 -1.02 0.31
C -1.03 -1.16 0.53
N -1.70 -0.62 -0.58
H -1.05 0.14 -2.43
H 1.45 -0.38 -1.48
H 0.96 -0.90 1.08
H -1.42 -1.36 1.51
H -2.65 -0.28 -0.47
H 2.40 2.14 0.89
H 1.31 2.33 1.88
O 1.59 1.71 1.18
*
```

Properties
HOMO level (alpha / beta) in eV: -4.23 / -8.16
<S²>: 0.76

(3)
2 unconnected molecules or ions with the total composition C10H13N2O. Source: the OMol25 dataset; level of theory: ωB97M-V with the def2-TZVPD basis set.

Geometry as ORCA input:
```
! RIJCOSX wB97M-V def2-TZVPD def2/J DEFGRID3
* xyz 1 3
C 3.04 1.52 -0.03
C 1.94 2.33 0.11
C 2.80 0.15 -0.02
C 0.70 1.79 0.19
C 1.52 -0.51 0.06
C 0.49 0.43 0.19
C -1.51 -0.67 1.51
C 1.30 -1.88 -0.37
C -1.46 -1.39 0.38
C -1.66 -2.35 -0.58
N -0.92 -0.02 0.33
N -2.93 1.63 -0.30
O 2.26 -2.66 -0.05
H 4.09 1.96 -0.02
H 2.18 3.41 0.04
H 3.75 -0.43 0.05
H -0.26 2.40 0.08
H -1.22 -0.73 2.53
H -2.55 -2.00 -1.29
H -2.19 -3.21 -0.11
H -0.72 -2.60 -1.11
H -1.67 0.68 -0.07
H -2.83 1.60 -1.30
H -2.49 2.59 0.08
H -3.81 1.57 0.02
H 2.15 -3.59 -0.32
*
```

Properties
HOMO level (alpha / beta) in eV: -10.21 / -12.74
<S²>: 2.03

In the order shown, the computed maximum force values come out to 0.1296; 0.0308; 0.1339 Eh/bohr.
In the order shown, the computed ΔE to the lowest compared entry with this formula, charge and spin values come out to 166.81; 8.60; 473.52 kJ/mol.